Record 1
Computed, not measured: C18H45N3O6Rb as an isolated structure, with ωB97M-V/def2-TZVPD.

Structure (ORCA input):
```
! RIJCOSX wB97M-V def2-TZVPD def2/J DEFGRID3
* xyz 1 1
Rb -9.51142 1.17872 -21.60023
C -12.81039 0.89196 -20.70498
O -11.71199 0.45206 -21.45883
C -11.55646 -0.98560 -21.42102
C -10.58358 -1.37577 -22.55368
N -9.18943 -1.10406 -22.24998
C -8.39133 -1.35968 -23.45058
C -8.26747 -2.73490 -23.99658
O -9.39867 -3.09885 -24.82061
C -9.29524 -4.37773 -25.39713
H -12.99519 0.30753 -19.80366
H -13.78693 0.90173 -21.18910
H -12.66879 1.92224 -20.37856
H -12.46781 -1.56048 -21.58551
H -11.11475 -1.34799 -20.49277
H -10.83545 -0.73663 -23.39994
H -10.68098 -2.43438 -22.79447
H -8.98545 -1.74907 -21.50000
H -7.41783 -0.95466 -23.17428
H -8.62545 -0.61982 -24.21602
H -8.06075 -3.37969 -23.14241
H -7.35598 -2.89486 -24.57254
H -9.10372 -5.19162 -24.69785
H -8.50923 -4.33837 -26.15127
H -10.19614 -4.76044 -25.87674
C -11.78100 2.12748 -18.62913
O -10.61368 1.40599 -18.99519
C -9.49821 1.85719 -18.26850
C -8.26444 1.08766 -18.71229
N -7.87679 1.28477 -20.07272
C -6.65217 0.56985 -20.34126
C -6.18397 1.05748 -21.79536
O -7.18817 0.74415 -22.81558
C -6.90661 1.09397 -24.15864
H -12.53763 1.86521 -19.36860
H -11.67448 3.21227 -18.62949
H -12.24058 1.78986 -17.70021
H -9.63545 1.77708 -17.19015
H -9.23065 2.89622 -18.46068
H -8.52250 0.02977 -18.66342
H -7.48213 1.15960 -17.95671
H -7.69422 2.27775 -20.04496
H -6.73927 -0.51526 -20.28610
H -5.87439 0.83555 -19.62532
H -5.25665 0.51286 -21.97310
H -5.94042 2.11551 -21.89201
H -5.92667 0.81266 -24.54424
H -7.01703 2.16838 -24.30546
H -7.56724 0.55096 -24.83453
C -8.58520 3.80852 -22.07176
O -7.82614 3.65439 -20.82103
C -7.47086 4.87825 -20.16018
C -6.87062 4.59733 -18.81247
N -5.86423 3.49411 -18.86538
C -5.58440 3.11196 -17.54320
C -4.66155 1.89271 -17.45063
O -5.38667 0.70279 -17.76688
C -4.55355 -0.43543 -17.97488
H -8.93115 2.88121 -22.52840
H -7.94952 4.38120 -22.74709
H -9.47388 4.41800 -21.90790
H -8.36108 5.50678 -20.13624
H -6.67577 5.27242 -20.79308
H -7.70922 4.36148 -18.15732
H -6.40100 5.48301 -18.38451
H -6.04998 2.70920 -19.47327
H -6.52620 2.83725 -17.06822
H -5.19996 3.87356 -16.86477
H -4.32792 1.74424 -16.42362
H -3.69810 1.94976 -17.95722
H -5.18274 -1.31643 -18.10160
H -3.78569 -0.62720 -17.22540
H -3.98030 -0.37495 -18.90000
*
```

Computed properties:
gap between HOMO and LUMO = 9.1 eV
relative energy (zero: lowest compared OMol25 entry of this formula, charge and spin) = 7.1169 eV

***

Record 2
Computed, not measured: a 6-piece molecular cluster, C18H45N8O5 overall, with ωB97M-V/def2-TZVPD.

Structure (ORCA input):
```
! RIJCOSX wB97M-V def2-TZVPD def2/J DEFGRID3
* xyz 1 1
C -1.66332 3.58573 3.64941
C -1.64072 3.50060 2.04023
N -0.80578 2.33856 1.65692
C 0.44788 2.39753 1.24474
N 1.10054 1.25704 0.64776
N 1.28777 3.58869 1.36095
H -0.78248 3.00892 4.07259
H -2.62371 3.14781 4.05455
H -1.61054 4.66753 3.96939
H -1.13794 4.45934 1.70430
H -2.68144 3.47987 1.61385
H -1.21802 1.39415 1.69903
H 2.05684 1.31941 1.03766
H 0.68256 0.43448 1.12039
H 1.49356 3.69081 2.35898
H 0.82338 4.41019 0.96835
C -4.14226 -1.14943 3.12088
O -3.08150 -0.82559 3.62697
N -4.59361 -0.71475 1.91801
C -5.87027 -1.13500 1.36446
C -3.76754 0.19971 1.16651
H -4.83698 -1.84197 3.62044
H -5.69653 -1.63536 0.40869
H -6.49966 -0.25658 1.20686
H -6.37970 -1.82232 2.03980
H -2.80125 -0.27450 0.96679
H -3.59995 1.10107 1.76540
H -4.24619 0.46733 0.22556
C 3.95421 -0.27865 -4.02037
O 4.61394 -1.18568 -4.48475
N 3.89530 0.04995 -2.70227
C 3.08428 1.14761 -2.21733
C 4.67041 -0.72524 -1.75250
H 3.33060 0.36987 -4.65625
H 3.73114 1.87561 -1.71962
H 2.35287 0.76173 -1.50402
H 2.55968 1.63789 -3.03764
H 5.72855 -0.66444 -2.01588
H 4.35871 -1.77136 -1.80182
H 4.52264 -0.34606 -0.74117
C 2.10298 -2.26236 1.08054
O 1.23757 -1.40738 0.95845
N 2.95511 -2.36832 2.12623
C 3.95823 -3.41481 2.19861
C 2.86314 -1.40671 3.20867
H 2.25746 -3.03970 0.31769
H 3.78476 -4.01548 3.09383
H 4.94884 -2.95812 2.25311
H 3.91111 -4.06031 1.32171
H 1.86431 -1.45393 3.64859
H 3.02305 -0.40065 2.81179
H 3.60919 -1.62063 3.97218
C 7.23430 -3.53963 -8.54260
O 7.89675 -4.44700 -9.00450
N 7.17044 -3.20743 -7.22670
C 6.35499 -2.10796 -6.74649
C 7.94319 -3.97805 -6.27230
H 6.61111 -2.89305 -9.18170
H 6.99780 -1.37717 -6.24929
H 5.62285 -2.48958 -6.03634
H 5.83270 -1.62150 -7.57088
H 9.00232 -3.91624 -6.53249
H 7.63361 -5.02455 -6.31919
H 7.79099 -3.59584 -5.26336
C -8.91592 1.89173 1.36831
O -8.24456 0.99066 0.90010
N -8.97302 2.22137 2.68345
C -9.79806 3.31015 3.16944
C -8.18326 1.45913 3.63203
H -9.55139 2.53013 0.73475
H -9.16230 4.04951 3.66237
H -10.52296 2.91820 3.88643
H -10.33199 3.78967 2.34909
H -7.12635 1.53415 3.36363
H -8.48068 0.40905 3.58674
H -8.33180 1.83815 4.64226
*
```

Computed properties:
gap between HOMO and LUMO = 6.5 eV

***

Record 3
Computed, not measured: C18H46CrN2O8 as an isolated structure, with ωB97M-V/def2-TZVPD.

Structure (ORCA input):
```
! RIJCOSX wB97M-V def2-TZVPD def2/J DEFGRID3
* xyz -1 4
Cr -1.79052 -0.32516 -1.03949
C 2.76858 -1.73219 -1.57328
C 1.76226 -2.87159 -1.40366
C 2.51841 -4.20915 -1.12641
C 3.13298 -4.27763 0.32271
C 2.00261 -4.04919 1.38207
C 1.14167 -2.82431 1.13646
N 0.73983 -2.74185 -0.29621
O -0.27210 -1.81987 -0.63029
C 1.89841 -1.57081 1.64766
C -0.15399 -3.01349 2.02146
C 1.09167 -3.18641 -2.75299
H 2.18662 -0.86455 -1.88746
H 3.43600 -1.94420 -2.41115
H 3.38191 -1.58029 -0.68645
H 3.33747 -4.29371 -1.84405
H 1.95268 -5.13349 -1.25269
H 3.90034 -3.50179 0.28462
H 3.63408 -5.19135 0.64408
H 2.45043 -4.03334 2.37671
H 1.36944 -4.93754 1.33225
H 2.96839 -1.78478 1.65688
H 1.56688 -1.20884 2.62160
H 1.75408 -0.73087 0.96683
H 0.30949 -3.16627 3.00016
H -0.69346 -3.93280 1.79716
H -0.81825 -2.16528 2.17602
H 0.53927 -2.37276 -3.22294
H 0.37622 -4.00237 -2.64583
H 1.90658 -3.54644 -3.38279
C 0.24216 1.70366 2.00192
C -0.02257 2.89967 0.96942
C 0.92353 4.05390 1.33679
C 0.98357 5.21831 0.33914
C 1.21918 4.68322 -1.05798
C 0.28960 3.49393 -1.53047
N 0.19227 2.55597 -0.40396
O -0.31827 1.24675 -0.74411
C 0.95466 2.87529 -2.74147
C -1.09780 4.15016 -1.88299
C -1.46695 3.34584 1.26596
H 0.21616 2.05127 3.03566
H 1.23427 1.30157 1.79505
H -0.49675 0.90616 1.93265
H 1.94205 3.69890 1.50503
H 0.60400 4.49936 2.28151
H 1.76244 5.93633 0.60068
H 0.06696 5.81161 0.35301
H 2.24679 4.35140 -1.20984
H 0.94121 5.50374 -1.72326
H 1.34392 3.67020 -3.37722
H 0.29911 2.17988 -3.26668
H 1.74689 2.21300 -2.38965
H -1.84990 3.35945 -1.90274
H -1.07251 4.62383 -2.86634
H -1.47205 4.89946 -1.18604
H -2.10907 2.53941 0.90134
H -1.75573 4.23713 0.70900
H -1.76705 3.42351 2.31181
O -2.95918 -1.73557 -1.80865
H -2.60830 -2.19027 -2.59017
O -2.45431 -0.42260 0.80626
H -2.37152 -0.99586 1.57833
O -2.84736 0.44520 3.87018
H -3.57406 0.96837 3.52654
H -2.44062 0.06082 3.08920
O -3.25346 1.07943 -1.42284
H -3.34199 1.98775 -1.12533
H -3.84830 1.00010 -2.17282
O -4.89012 -1.36110 0.32314
H -4.07367 -0.90454 0.58589
H -5.44424 -1.34468 1.10644
O -2.95472 -3.51600 0.41305
H -2.00352 -3.57438 0.28307
H -3.11278 -3.91728 1.27057
*
```

Computed properties:
gap between HOMO and LUMO (spin up / spin down) = 5.5 / 5.5 eV
⟨S²⟩ = 3.79

***

Record 4
Computed, not measured: C18H46I2O6P as an isolated structure, with ωB97M-V/def2-TZVPD.

Structure (ORCA input):
```
! RIJCOSX wB97M-V def2-TZVPD def2/J DEFGRID3
* xyz -1 1
C 2.06900 -2.86086 1.89951
C 1.06424 -2.72716 0.56943
I 1.93284 -2.13053 -1.39838
C -0.42707 -2.99852 0.65671
I -1.61561 -2.77779 -1.18375
C -1.04666 -3.47510 2.12412
P -2.93081 -3.25603 2.22212
C -3.49930 -1.47035 1.85844
C -3.83749 -4.56041 1.16308
H 2.77130 -1.91998 1.92796
H 1.47167 -2.84179 2.92207
H 2.67289 -3.87035 1.90209
H -0.77807 -4.62911 2.18253
H -4.64146 -1.36541 1.59186
H -2.87013 -0.98268 0.99004
H -3.26616 -0.82547 2.83185
H -4.14997 -5.48802 1.84608
H -3.04610 -4.99597 0.38310
H -4.81160 -4.15582 0.65651
C 2.14136 1.50702 -4.14875
C 0.65027 1.64925 -3.92397
O 0.10183 0.40739 -3.50785
H 2.34506 0.74427 -4.90742
H 2.57893 2.45497 -4.47438
H 2.64259 1.18445 -3.23032
H 0.15059 1.95034 -4.84942
H 0.43886 2.40096 -3.15735
H 0.54613 0.15298 -2.68099
C 1.39053 -5.98626 -2.98552
C 2.80259 -6.44401 -3.28659
O 3.02802 -6.43157 -4.68844
H 0.66155 -6.63712 -3.47932
H 1.19906 -5.99435 -1.90877
H 1.22217 -4.97346 -3.36590
H 2.95973 -7.46427 -2.92442
H 3.53768 -5.79052 -2.80693
H 2.89429 -5.51966 -4.99885
C -1.60651 5.14240 -3.06568
C -0.52711 5.56400 -2.09036
O 0.69203 4.90613 -2.40194
H -1.75583 4.05831 -3.02932
H -2.55438 5.63750 -2.83647
H -1.31884 5.38992 -4.09271
H -0.80868 5.29516 -1.06800
H -0.36280 6.64515 -2.13005
H 0.93775 5.15805 -3.30857
C -5.01140 3.07591 2.52549
C -4.92177 2.22642 3.77626
O -3.71131 1.48417 3.77279
H -4.96988 2.44752 1.62980
H -5.94133 3.65135 2.51057
H -4.16650 3.76983 2.46707
H -5.75568 1.51966 3.81962
H -4.94959 2.84855 4.67607
H -2.97692 2.12104 3.74270
C 4.81043 0.93176 1.47032
C 4.15327 0.57122 0.15417
O 5.03060 0.86567 -0.92276
H 5.07193 1.99479 1.49133
H 4.14513 0.71488 2.31083
H 5.74183 0.37202 1.60445
H 3.23471 1.14863 0.01406
H 3.90048 -0.49293 0.12023
H 5.83963 0.34167 -0.79354
C 0.34984 2.64855 2.43974
C 0.31919 2.74958 3.95068
O -0.89271 2.20258 4.44893
H -0.50003 3.18169 2.00116
H 1.27615 3.07011 2.03930
H 0.27036 1.60453 2.11957
H 0.37672 3.79565 4.26568
H 1.15865 2.20805 4.39736
H -0.93018 1.27135 4.17104
*
```

Computed properties:
gap between HOMO and LUMO = 5.4 eV

***

Record 5
Computed, not measured: a 7-piece molecular cluster, C18H46O14S2 overall, with ωB97M-V/def2-TZVPD.

Structure (ORCA input):
```
! RIJCOSX wB97M-V def2-TZVPD def2/J DEFGRID3
* xyz 0 1
O -3.82178 2.38639 3.91019
S -4.69833 1.40991 3.22167
O -4.21166 0.06444 2.89557
C -6.24721 1.34518 4.14983
C -7.44684 1.90161 3.24468
C -6.79620 2.83649 2.16849
C -5.47584 2.22984 1.70121
H -6.04674 1.96175 5.02603
H -6.41346 0.30392 4.42595
H -7.78558 1.00703 2.72211
H -8.30269 2.28231 3.80210
H -6.65624 3.87872 2.45530
H -7.52202 2.79737 1.35624
H -4.70140 2.73677 1.12557
H -5.84667 1.36183 1.15610
O 4.77522 -6.87358 -1.99658
S 5.77237 -6.44913 -0.99700
O 7.00882 -7.17663 -0.85301
C 6.13003 -4.64383 -1.22380
C 5.06764 -3.90216 -0.40908
C 4.17301 -4.83689 0.36250
C 4.84711 -6.19390 0.54966
H 6.34654 -4.24590 -2.21521
H 7.08596 -4.50747 -0.71813
H 5.57048 -3.15194 0.20117
H 4.59797 -3.19059 -1.08819
H 3.26641 -5.04411 -0.20604
H 3.99751 -4.41881 1.35371
H 4.21690 -7.06495 0.72908
H 5.73191 -6.06267 1.17256
O 0.02697 2.07688 -0.44267
C -0.38339 0.83813 -0.92517
C 0.59305 -0.31446 -0.75051
O 0.28822 -1.29402 -1.69366
H -0.67789 2.72844 -0.42709
H -1.39613 0.53240 -0.66250
H -0.41228 0.95686 -2.00831
H 0.79891 -0.65441 0.26446
H 1.50241 0.21350 -1.03758
H 0.67083 -1.01909 -2.53010
O 1.82056 3.82761 6.99059
C 1.76907 3.35079 5.61871
C 1.44866 4.47398 4.66555
O 0.16589 5.08586 4.87439
H 2.46924 4.53114 7.06705
H 2.80519 3.09771 5.39397
H 1.03649 2.54609 5.55644
H 1.57289 4.13038 3.63861
H 2.24421 5.21855 4.69396
H -0.45146 4.35764 4.97531
O 2.85452 2.32193 -6.62072
C 1.56454 1.72971 -6.20381
C 1.56976 0.16629 -6.39937
O 2.42367 -0.46993 -5.48807
H 3.59275 1.77178 -6.34874
H 1.45704 2.09397 -5.18211
H 0.90636 2.35706 -6.80492
H 1.81312 -0.17083 -7.40695
H 0.59157 -0.17859 -6.06426
H 3.28032 -0.04214 -5.55699
O -1.58743 -5.82591 -0.73386
C -2.20312 -6.32375 0.50606
C -2.57468 -7.79164 0.41763
O -1.63063 -8.76787 0.50243
H -1.31813 -4.91452 -0.59800
H -1.39116 -6.11692 1.20324
H -3.04477 -5.70141 0.81005
H -2.94853 -7.90650 -0.59978
H -3.31879 -8.04548 1.17259
H -1.00977 -8.64528 -0.21944
O 1.38566 5.57158 -2.22844
C 0.68910 6.80504 -1.86605
C -0.69489 6.73739 -2.52977
O -1.76321 6.22542 -1.70496
H 1.12918 4.82051 -1.68833
H 0.65911 6.96439 -0.78818
H 1.09464 7.75544 -2.21300
H -0.66362 6.26377 -3.51100
H -0.85323 7.76798 -2.84744
H -2.51598 6.12353 -2.29195
*
```

Computed properties:
gap between HOMO and LUMO = 10.2 eV

***

Record 6
Computed, not measured: C18H46O15S4V as an isolated structure, with ωB97M-V/def2-TZVPD.

Structure (ORCA input):
```
! RIJCOSX wB97M-V def2-TZVPD def2/J DEFGRID3
* xyz 0 2
O -1.74629 -2.07088 4.51079
V -0.42816 -1.12694 4.44224
C -0.06983 -1.51293 -0.17726
C -0.22875 -0.92445 1.22259
C -1.44127 -0.07397 1.36368
O -0.00950 -1.78443 2.34280
H 0.15731 -0.64566 -0.79722
H -0.96548 -2.04655 -0.49530
H 0.73834 -2.23819 -0.27192
H 0.72115 -0.39183 1.17655
H -1.13396 0.85622 0.88576
H -1.52661 0.25363 2.39978
H -2.35996 -0.49264 0.95278
C -1.92406 3.05162 5.14350
C -2.54645 1.63335 5.37836
C -3.81447 1.45877 4.64059
O -1.64380 0.61520 5.10957
H -1.02702 3.10764 5.76018
H -2.59628 3.85432 5.44662
H -1.64680 3.28692 4.11595
H -2.89591 1.43596 6.39177
H -3.55513 1.34412 3.58812
H -4.46541 2.33113 4.69894
H -4.50126 0.67500 4.96013
O 0.85791 -1.19761 -7.76419
S 1.55346 -2.14160 -6.90635
O 2.94383 -2.52844 -7.17960
O 1.53799 -1.65721 -5.24470
C 2.32508 -2.43158 -4.40411
C 1.72009 -2.40174 -3.02733
C 0.44346 -3.62430 -6.78535
H 3.37480 -2.13897 -4.38043
H 2.32142 -3.50588 -4.58841
H 1.71263 -1.36167 -2.70131
H 2.17198 -3.14816 -2.37407
H 0.66407 -2.58461 -3.22605
H -0.25038 -3.48363 -7.61413
H -0.10315 -3.53450 -5.84659
H 1.08886 -4.50250 -6.80302
O 3.98213 -5.62760 0.25162
S 3.96604 -4.46552 1.13830
O 4.81939 -4.41985 2.33541
O 4.34109 -3.10123 0.30109
C 4.62055 -1.87492 0.93824
C 4.75209 -0.70506 -0.10765
C 2.20222 -4.17204 1.56458
H 5.37574 -2.17530 1.66457
H 3.73819 -1.54941 1.48923
H 5.79420 -0.68997 -0.42686
H 4.69048 0.26647 0.38267
H 4.06517 -0.79517 -0.94915
H 1.90586 -5.13393 1.98296
H 1.69858 -3.99351 0.61455
H 2.36309 -3.28581 2.17843
O -1.82881 -2.35685 -4.54953
S -2.47411 -1.03919 -4.46069
O -2.88751 -0.41609 -5.71370
O -3.64500 -1.16754 -3.23718
C -4.44937 0.00286 -3.03818
C -4.75788 0.04120 -1.53777
C -1.37859 0.15126 -3.40680
H -5.33750 -0.14975 -3.65142
H -4.02979 0.96841 -3.32058
H -3.92731 0.59375 -1.09850
H -4.88762 -0.95650 -1.11843
H -5.69235 0.55267 -1.30697
H -1.67600 1.18371 -3.59035
H -0.33651 -0.09988 -3.60452
H -1.52580 -0.03045 -2.34219
O 2.52441 5.37222 3.12765
S 1.31668 6.14803 3.23946
O 1.28969 7.60052 3.15287
O -0.03527 5.50970 2.31521
C -0.01274 4.18514 1.87933
C -0.11668 4.06404 0.31499
C 0.69222 5.58698 4.92014
H -0.79377 3.57626 2.33471
H 0.92548 3.68798 2.12565
H -0.23050 3.03688 -0.03154
H 0.83106 4.38571 -0.11676
H -0.94346 4.63739 -0.10429
H -0.34216 5.93023 4.93799
H 1.19420 5.85481 5.84985
H 0.76772 4.51631 4.73019
*
```

Computed properties:
gap between HOMO and LUMO (spin up / spin down) = 6.9 / 7.5 eV
⟨S²⟩ = 0.87
relative energy (zero: lowest compared OMol25 entry of this formula, charge and spin) = 7.4795 eV